Version a
# C4H13N3O

A cluster of 2 separate species, C4H13N3O in total (ωB97M-V/def2-TZVPD, the OMol25 dataset).

ORCA input file:
```
! RIJCOSX wB97M-V def2-TZVPD def2/J DEFGRID3
* xyz 0 1
C -1.438 -1.815 1.363
C -2.884 -2.034 0.965
N -3.367 -1.207 0.005
O -3.563 -2.876 1.507
H -0.899 -1.265 0.592
H -0.961 -2.781 1.521
H -1.340 -1.286 2.309
H -4.293 -1.399 -0.318
H -2.757 -0.691 -0.599
C 1.019 1.240 -1.898
N 2.042 0.624 -1.044
C 1.954 1.056 0.354
N 2.811 2.187 0.663
H 1.005 0.692 -2.840
H 0.026 1.177 -1.443
H 1.279 2.261 -2.166
H 1.902 -0.377 -1.099
H 2.292 0.229 0.978
H 0.926 1.297 0.637
H 3.756 1.985 0.378
H 2.489 2.985 0.134
*
```

Properties
**Lowest unoccupied orbital energy**: 0.5346 eV
**E_HOMO**: -9.3 eV
**Structure (SMILES)**: CC(N)=O.CNCN

Version b
# C4H13N3O

The molecule C4H13N3O (ωB97M-V/def2-TZVPD, the OMol25 dataset).

ORCA input file:
```
! RIJCOSX wB97M-V def2-TZVPD def2/J DEFGRID3
* xyz 0 1
C 1.511 0.253 2.092
N 0.878 -0.571 1.084
N 1.810 -0.976 0.075
C -0.324 0.369 0.275
N 0.351 1.296 -0.545
C -0.939 -0.797 -0.391
C -2.271 -0.158 -1.213
O -1.901 0.543 -2.370
H 2.268 -0.328 2.636
H 2.005 1.149 1.675
H 0.759 0.585 2.808
H 2.230 -1.851 0.375
H 2.575 -0.313 -0.080
H -0.981 0.808 1.038
H 0.532 2.188 -0.105
H 0.235 1.097 -1.541
H -0.295 -1.234 -1.148
H -1.331 -1.520 0.316
H -2.849 0.531 -0.596
H -2.889 -1.031 -1.457
H -1.374 -0.040 -2.929
*
```

Properties
**Lowest unoccupied orbital energy**: 1.0151 eV
**E_HOMO**: -8.1 eV
**Structure (SMILES)**: CN(N)[C@@H](N)CCO

Stability check: which of them is most stable? version a.

Version a
# C2H9O2

A cluster of 2 separate species, C2H9O2 in total (ωB97M-V/def2-TZVPD, the OMol25 dataset).

ORCA input file:
```
! RIJCOSX wB97M-V def2-TZVPD def2/J DEFGRID3
* xyz 1 1
O 2.228 -0.670 0.310
H 1.153 0.439 0.086
H 1.899 -1.316 0.952
H 3.023 -1.120 -0.009
C -0.770 0.344 -0.719
O 0.383 1.050 -0.095
C -1.598 -0.241 0.398
H -1.271 1.122 -1.281
H -0.342 -0.415 -1.354
H 0.708 1.955 -0.227
H -2.157 0.553 0.890
H -2.294 -0.939 -0.069
H -0.963 -0.761 1.118
*
```

Properties
**Lowest unoccupied orbital energy**: -3.6498 eV
**E_HOMO**: -17.3 eV

Version b
# C2H9O2

A cluster of 3 separate species, C2H9O2 in total (ωB97M-V/def2-TZVPD, the OMol25 dataset).

ORCA input file:
```
! RIJCOSX wB97M-V def2-TZVPD def2/J DEFGRID3
* xyz 1 1
O 0.771 -2.114 -0.646
H 0.450 -0.894 0.132
H 1.590 -1.614 -0.526
H 0.653 -2.337 -1.582
C -0.231 1.180 -0.069
O 0.886 0.358 -0.509
C -1.132 0.354 0.849
H -0.747 1.686 -0.876
H 0.198 1.946 0.581
H 1.663 0.936 -0.483
H -1.746 -0.195 0.125
H -1.921 0.807 1.448
H -0.433 -0.113 1.557
*
```

Properties
**Lowest unoccupied orbital energy**: -4.5955 eV
**E_HOMO**: -16.6 eV

Version c
# C2H9O2

A cluster of 2 separate species, C2H9O2 in total (ωB97M-V/def2-TZVPD, the OMol25 dataset).

ORCA input file:
```
! RIJCOSX wB97M-V def2-TZVPD def2/J DEFGRID3
* xyz 1 1
O 1.903 -1.226 0.341
H 1.012 -0.070 0.569
H 2.746 -1.548 0.671
H 1.524 -1.862 -0.275
C -0.906 1.034 -0.333
O 0.322 0.700 0.450
C -1.738 -0.225 -0.575
H -1.539 1.746 0.227
H -0.522 1.617 -1.170
H 0.560 1.326 1.155
H -1.848 -0.752 0.380
H -2.704 -0.063 -1.030
H -1.196 -0.923 -1.241
*
```

Properties
**Lowest unoccupied orbital energy**: -3.6229 eV
**E_HOMO**: -16.8 eV

Stability check: which of them is most stable? version a.